[1]
The following is a DFT calculation (ωB97M-V/def2-TZVPD) of 2 unconnected molecules or ions with the total composition C2H9OS in a non-equilibrium geometry.

Geometry as XYZ:
```
13
Properties=species:S:1:pos:R:3:forces:R:3:mulliken_charge:R:1
O -1.0047 2.2062 0.9294 0.42 -0.42 0.16 -0.601
H -1.6414 2.7439 0.4553 -0.11 0.23 0.05 0.293
H -0.8530 2.6050 1.7901 -0.23 0.32 0.03 0.320
H 0.5550 0.9758 0.4061 0.13 0.19 0.19 0.268
C 1.0293 -0.6491 -1.7205 0.89 -0.16 -0.03 -0.775
S 0.2983 -0.2057 -0.1493 -1.12 -0.17 -0.82 0.230
C -0.4490 -1.5340 0.8525 1.32 0.61 0.09 -0.741
H 1.1168 -1.7279 -1.6603 0.00 -0.18 -0.21 0.326
H 2.0280 -0.2356 -1.8455 0.05 0.00 0.38 0.350
H 0.4408 -0.3291 -2.5673 -0.52 0.01 0.14 0.316
H 0.3591 -2.0936 1.3060 -0.09 -0.49 -0.22 0.330
H -0.9371 -1.0025 1.6495 -0.63 0.23 0.12 0.326
H -1.1104 -2.0609 0.1805 -0.13 -0.17 0.12 0.358
```
Positions in Å, forces in eV/Å.

E_LUMO, eV: -3.56
Multiplicity: 1
Charge: +1
Kohn-Sham gap, eV: 11.37

***

[2]
The following is a DFT calculation (ωB97M-V/def2-TZVPD) of 3 unconnected molecules or ions with the total composition C2H9OS in a non-equilibrium geometry.

Geometry as XYZ:
```
13
Properties=species:S:1:pos:R:3:forces:R:3:mulliken_charge:R:1
O -0.4288 0.6694 -1.5335 2.09 1.57 -0.38 -0.560
H -1.1574 0.2811 -1.9579 -1.89 -1.04 -0.69 0.295
H 2.8217 -0.3193 -2.2379 0.00 1.07 0.13 0.049
H -0.0298 1.1799 -2.2777 -0.07 -0.43 0.86 0.299
C -0.2355 -1.0302 1.1235 -4.28 -3.04 -0.31 -1.050
C -1.0969 0.0258 1.8435 3.16 1.32 -1.10 0.223
S -0.9270 1.6347 1.3789 -0.06 -1.53 -0.34 0.048
H -0.4780 -2.0390 1.5823 0.63 1.23 -0.02 0.319
H -0.4405 -1.3250 0.0337 -0.13 1.38 1.31 0.344
H 0.7802 -0.8472 1.1632 2.11 0.76 0.43 0.410
H 2.8350 0.4491 -2.1417 0.00 -1.06 -0.13 -0.049
H -1.4262 -0.1301 2.8921 -0.49 -0.06 -0.99 0.357
H -0.2169 1.4508 0.1316 -1.09 -0.17 1.22 0.314
```
Positions in Å, forces in eV/Å.

E_LUMO, eV: -6.54
Multiplicity: 1
Charge: +1
Kohn-Sham gap, eV: 9.76

***

[3]
The following is a DFT calculation (ωB97M-V/def2-TZVPD) of a molecular structure, C2HAlFO2 in a non-equilibrium geometry.

Geometry as XYZ:
```
7
Properties=species:S:1:pos:R:3:forces:R:3:mulliken_charge:R:1
O 0.2612 -0.8839 -0.8479 -0.37 -1.85 -2.09 -0.166
C -0.8347 -0.6709 -0.4329 -1.34 1.25 1.80 0.539
C -1.5960 -0.0354 0.4717 -1.92 0.43 -1.16 0.032
H -1.9157 -0.5843 1.3603 0.24 0.15 0.05 0.300
F -2.4176 0.9458 0.0613 1.15 -1.01 0.57 -0.122
Al 1.8326 -0.3552 -0.4541 2.09 1.96 1.89 0.607
O 2.0984 0.6974 0.7560 0.15 -0.93 -1.07 -0.190
```
Positions in Å, forces in eV/Å.

E_LUMO (spin up / spin down), eV: -7.60 / -7.60
Multiplicity: 1
Charge: +1
Kohn-Sham gap (spin up / spin down), eV: 7.67 / 7.67

***

[4]
The following is a DFT calculation (ωB97M-V/def2-TZVPD) of a molecular structure, C2HBr3ClF in a non-equilibrium geometry.

Geometry as XYZ:
```
8
Properties=species:S:1:pos:R:3:forces:R:3:mulliken_charge:R:1
C -0.2154 0.8420 -0.0927 -0.50 -0.40 0.89 0.039
C -3.0361 -0.0354 0.0336 -0.60 -0.11 -0.61 -0.074
F 0.4309 0.0455 -0.9282 0.11 -0.51 0.36 -0.186
Cl -0.1935 2.4266 -0.5723 -0.12 1.38 -0.49 -0.095
Br -3.6142 1.7940 0.3279 0.17 -1.29 -0.21 0.018
Br -3.8319 -0.9742 -1.5375 0.73 1.05 1.25 -0.034
Br -2.9908 -1.1809 1.5566 0.04 0.56 -0.40 0.018
H -0.1301 0.7337 1.0032 0.16 -0.67 -0.80 0.314
```
Positions in Å, forces in eV/Å.

E_LUMO (spin up / spin down), eV: -0.52 / -1.45
Multiplicity: 1
Charge: 0
Kohn-Sham gap (spin up / spin down), eV: 8.42 / 7.17

***

[5]
The following is a DFT calculation (ωB97M-V/def2-TZVPD) of a molecular structure, C2HBr4F.

Geometry as XYZ:
```
8
Properties=species:S:1:pos:R:3:forces:R:3:mulliken_charge:R:1
C -1.2214 -0.2956 0.2240 0.13 0.38 -0.12 0.100
C -0.8108 0.9388 -0.0339 0.00 -0.03 0.22 -0.177
F -1.0228 -0.8885 1.3975 0.04 0.07 0.08 -0.203
Br 3.5849 -1.9001 0.3820 0.06 -0.04 0.05 -0.053
Br 0.0882 2.0323 1.2021 -0.13 -0.27 -0.05 -0.035
Br -1.0944 1.6776 -1.7354 -0.03 -0.06 -0.07 -0.060
Br 2.2080 -0.6565 -0.9339 -0.03 0.03 -0.07 0.067
H -1.7316 -0.9080 -0.5024 -0.05 -0.08 -0.04 0.361
```
Positions in Å, forces in eV/Å.

E_LUMO, eV: -1.41
Multiplicity: 1
Charge: 0
Kohn-Sham gap, eV: 8.13

***

[6]
The following is a DFT calculation (ωB97M-V/def2-TZVPD) of C2HBrCl3NO2 in the gas phase in a non-equilibrium geometry.

Geometry as XYZ:
```
10
Properties=species:S:1:pos:R:3:forces:R:3:mulliken_charge:R:1
C 0.5671 0.4113 -0.2710 -3.18 -1.83 1.07 -0.484
C -0.9115 -0.6643 -0.6833 2.05 0.83 3.81 0.367
N 0.8277 0.4143 1.2420 -0.42 0.04 -1.36 0.981
O 1.0693 -0.6833 1.6585 0.16 -0.74 0.82 -0.520
O 0.8325 1.4584 1.8230 -0.07 0.19 0.74 -0.544
Cl -0.4233 -2.4195 -0.6230 -0.38 1.44 0.31 -0.095
Cl -2.2846 -0.2248 0.4954 1.42 -0.67 -0.58 -0.122
Cl -1.3838 -0.2263 -2.1801 -0.80 0.50 -2.94 -0.074
Br 0.3628 2.1436 -0.8559 0.06 0.52 -0.76 0.020
H 1.3438 -0.2093 -0.6056 1.17 -0.30 -1.11 0.470
```
Positions in Å, forces in eV/Å.

E_LUMO, eV: -0.40
Structure (SMILES): O=[N+]([O-])[C@H](Br)C(Cl)(Cl)Cl
Multiplicity: 1
Charge: 0
Kohn-Sham gap, eV: 10.46

***

[7]
The following is a DFT calculation (ωB97M-V/def2-TZVPD) of a molecular structure, C2HBrClFIN in a non-equilibrium geometry.

Geometry as XYZ:
```
8
Properties=species:S:1:pos:R:3:forces:R:3:mulliken_charge:R:1
C -0.9230 1.1375 0.2112 2.28 -0.80 -2.78 0.391
C 0.8568 -1.2657 -0.2495 0.44 -0.40 1.03 0.020
N -0.6754 1.9869 -0.6181 1.03 -2.26 0.12 -0.415
F 0.7835 -1.6846 -1.4884 -0.64 0.04 -0.47 -0.129
Cl -1.7521 0.6021 1.4479 -1.75 -0.20 2.42 -0.087
Br -0.2712 -2.3246 0.9498 0.45 0.15 -0.55 -0.081
I 2.9575 -1.3425 0.2779 -0.55 0.32 0.11 0.050
H -0.9761 2.8908 -0.5307 -1.27 3.16 0.13 0.251
```
Positions in Å, forces in eV/Å.

E_LUMO (spin up / spin down), eV: -0.26 / -1.37
Multiplicity: 1
Charge: 0
Kohn-Sham gap (spin up / spin down), eV: 8.53 / 6.43

***

[8]
The following is a DFT calculation (ωB97M-V/def2-TZVPD) of 2 unconnected molecules or ions with the total composition C2HBrIN in a non-equilibrium geometry.

Geometry as XYZ:
```
6
Properties=species:S:1:pos:R:3:forces:R:3:mulliken_charge:R:1
C -0.7849 -0.2668 0.9336 -1.02 0.97 2.58 0.456
C -0.2337 -0.4002 -0.3056 0.81 1.05 -0.93 -0.556
N -1.2103 -0.0375 2.0069 0.51 -0.57 -1.66 -0.329
Br 1.5321 2.3242 -0.9258 0.10 0.03 0.06 -0.040
I 0.6407 -2.1216 -0.8244 0.28 -0.72 -0.31 0.241
H 0.0561 0.5020 -0.8847 -0.67 -0.77 0.26 0.227
```
Positions in Å, forces in eV/Å.

E_LUMO (spin up / spin down), eV: -2.12 / -4.02
Multiplicity: 1
Charge: 0
Kohn-Sham gap (spin up / spin down), eV: 8.57 / 5.18

***

[9]
The following is a DFT calculation (ωB97M-V/def2-TZVPD) of C2HBrN2O in the gas phase in a non-equilibrium geometry.

Geometry as XYZ:
```
7
Properties=species:S:1:pos:R:3:forces:R:3:mulliken_charge:R:1
C 0.2765 0.3774 -0.0394 1.03 -1.72 -0.06 0.148
C 1.6009 0.6521 -0.0131 -1.15 5.28 -0.36 -0.018
N -0.5287 1.4611 -0.0079 -1.92 -1.20 0.59 -0.312
N 1.3890 2.6265 -0.0668 1.53 -5.37 0.84 -0.163
O 0.1450 2.5861 0.0879 -0.21 0.09 -1.00 0.053
Br 3.1979 -0.1691 0.0136 0.43 -0.26 -0.08 -0.014
H -0.0843 -0.7633 -0.0587 0.28 3.19 0.07 0.306
```
Positions in Å, forces in eV/Å.

E_LUMO (spin up / spin down), eV: -0.51 / -0.50
Multiplicity: 1
Charge: 0
Kohn-Sham gap (spin up / spin down), eV: 8.72 / 8.72

***

[10]
The following is a DFT calculation (ωB97M-V/def2-TZVPD) of 2 unconnected molecules or ions with the total composition C2HBrN2O2 in a non-equilibrium geometry.

Geometry as XYZ:
```
8
Properties=species:S:1:pos:R:3:forces:R:3:mulliken_charge:R:1
C -0.2428 -0.6662 1.7142 0.07 -0.25 0.38 0.473
C -0.5172 -0.1850 0.4370 -1.13 1.93 -0.68 -0.471
N -0.0795 -1.0776 2.7751 0.19 -0.05 0.36 -0.339
N -0.2392 2.0744 0.6147 -0.06 -3.13 -0.27 0.806
O 0.8823 2.3774 0.7824 0.55 0.99 0.18 -0.439
O -1.2805 2.5875 0.4659 -0.06 1.14 0.09 -0.415
Br -2.3505 0.0360 0.0315 0.33 -0.73 -0.05 0.004
H 0.1045 -0.4595 -0.3993 0.12 0.10 0.00 0.380
```
Positions in Å, forces in eV/Å.

E_LUMO (spin up / spin down), eV: -1.72 / -1.57
Multiplicity: 1
Charge: 0
Kohn-Sham gap (spin up / spin down), eV: 8.34 / 8.06